Record 1
Formula: C14H18F7O6PS
Source: the Open Molecules 2025 dataset
Level of theory: wB97M-V/def2-TZVPD

Properties
Kohn-Sham gap, eV: 8.568
Net charge: 0
SMILES: C=C[C@@H]1[C@H](F)C(=O)O[C@H]1[PH2]=S.CCOC(=O)C(F)(F)F.CCOC(=O)C(F)(F)F
E_HOMO, eV: -8.6
E_LUMO, eV: 0.02
Relative energy (zero: lowest compared OMol25 entry of this formula, charge and spin), eV: 0.000

Each line ends with the Mulliken charge.
Positions of all 47 atoms, in Å:
C 3.31585 -0.99367 -2.12256  -0.84
C 3.05989 -0.29586 -3.25348  -0.50
C 2.38399 1.04084 -3.25515  0.09
C 3.15610 2.22775 -2.59741  0.32
F 4.24948 1.90436 -1.84054  -0.33
C 2.09147 2.97463 -1.78391  0.29
O 2.17470 3.72332 -0.84781  -0.52
O 0.89141 2.55279 -2.33463  -0.38
C 1.11320 1.13113 -2.42293  -0.29
P -0.37637 0.12846 -2.81204  0.23
S -0.06130 -1.70454 -3.33218  -0.34
H 2.98198 -2.01844 -2.04026  0.32
H 3.87406 -0.55366 -1.30865  0.32
H 3.35987 -0.69358 -4.21155  0.39
H 2.31839 1.37801 -4.28150  0.50
H 3.53632 2.90463 -3.35745  0.30
H 1.39693 0.85659 -1.40351  0.36
H -1.08408 0.90301 -3.75159  0.09
H -1.14346 0.21946 -1.63639  0.01
C 0.91438 3.61313 2.89790  -1.22
C 0.24344 3.12923 1.63219  0.14
O -0.87468 2.26425 1.93177  -0.25
C -2.01634 2.85906 2.23152  0.31
O -2.22149 4.03202 2.28245  -0.51
C -3.09870 1.79253 2.46806  0.92
F -2.64242 0.78967 3.22526  -0.24
F -3.49621 1.27260 1.29853  -0.25
F -4.15714 2.31392 3.06910  -0.25
H 1.20424 2.76808 3.52328  0.32
H 1.80253 4.19391 2.65374  0.38
H 0.24099 4.23789 3.48422  0.33
H 0.93242 2.52608 1.04878  -0.04
H -0.07688 3.95768 1.00419  0.36
C -3.63342 -3.34445 1.67396  -1.17
C -2.21241 -2.86397 1.87061  -0.05
O -1.26939 -3.93902 1.69734  -0.34
C -0.93846 -4.22391 0.44588  0.36
O -1.34111 -3.68432 -0.53702  -0.48
C 0.10807 -5.34944 0.43287  0.88
F -0.21847 -6.33052 1.27744  -0.25
F 1.30254 -4.86970 0.80006  -0.26
F 0.22656 -5.87048 -0.77976  -0.24
H -3.84603 -4.18451 2.33552  0.31
H -4.33698 -2.54056 1.88705  0.37
H -3.79426 -3.68330 0.65096  0.32
H -2.06903 -2.50958 2.88889  0.29
H -1.97020 -2.04152 1.19879  0.25

Atomic forces in eV per Å
C 0.1 0.2 -0.5
C 0.3 -0.1 0.7
C 2.3 0.9 0.3
C 0.4 0.5 0.0
F -0.1 -0.3 0.4
C -0.2 0.6 0.5
O 0.1 -0.8 -1.4
O -0.4 0.4 0.6
C 0.0 0.1 0.0
P -0.2 -0.5 -0.4
S 0.1 0.1 -0.1
H 1.4 -0.7 -0.5
H -1.3 0.5 0.9
H -1.5 -0.8 -0.4
H -0.9 -0.1 -0.3
H -0.1 0.2 -0.2
H -0.1 -0.7 0.0
H 0.1 0.2 0.2
H 0.1 0.4 -0.1
C -0.2 -0.1 0.2
C 0.5 0.3 0.0
O 0.0 -0.2 -0.1
C 0.4 0.0 -0.1
O -0.2 0.2 0.1
C -0.2 -0.1 0.1
F 0.1 -0.1 0.1
F 0.0 0.0 -0.2
F -0.1 0.1 0.0
H 0.1 0.0 -0.1
H 0.0 0.0 -0.1
H 0.0 0.1 -0.1
H -0.1 -0.2 0.0
H -0.2 0.0 0.0
C 0.0 -0.3 -0.2
C -0.4 0.4 0.2
O 0.2 0.0 0.1
C -0.2 0.2 0.3
O 0.0 0.0 -0.3
C 0.1 -0.2 0.0
F -0.1 -0.1 0.1
F 0.1 0.1 0.1
F 0.0 0.0 -0.2
H 0.0 0.1 0.1
H 0.0 0.0 0.0
H 0.0 0.1 0.0
H 0.1 -0.1 0.0
H 0.1 -0.1 -0.1

=====

Record 2
Formula: C14H18N2O
Source: the Open Molecules 2025 dataset
Level of theory: wB97M-V/def2-TZVPD

Properties
Kohn-Sham gap, eV: 7.675
Net charge: +2
E_HOMO, eV: -15.9
E_LUMO, eV: -8.22
Relative energy (zero: lowest compared OMol25 entry of this formula, charge and spin), eV: 14.061

Each line ends with the Mulliken charge.
Positions of all 35 atoms, in Å:
C -5.40982 -1.86671 2.25239  -0.72
C -4.73956 -2.98180 1.20307  -0.62
N -3.41246 -2.33658 0.75228  0.14
C -3.43296 -1.65226 -0.59696  -0.04
C -2.02659 -0.90658 -1.08575  -0.42
C -0.69706 -0.93279 -0.12011  0.28
C 0.74456 -0.19375 -0.48143  0.29
C 1.29793 0.88978 0.64040  -0.54
C 2.69675 1.68803 0.33379  -0.04
N 3.47127 1.41154 -0.94351  0.16
C 4.76271 2.23481 -1.13351  -0.53
C 4.21987 3.77376 -1.49993  -0.29
O 4.52589 4.75748 -0.44062  -0.48
C 3.03138 0.39466 -2.01776  -0.04
C 1.61514 -0.46865 -1.85583  -0.48
C -0.79825 -1.74732 1.30040  -0.51
C -2.23134 -2.44447 1.69216  -0.08
H -4.83785 -2.04330 3.28088  0.26
H -5.05702 -0.79588 1.86088  0.26
H -6.57212 -1.96624 2.34492  0.33
H -4.44098 -3.98852 1.75241  0.36
H -5.41299 -3.15989 0.24644  0.32
H -4.41652 -1.65559 -1.26876  0.35
H -1.91845 -0.33547 -2.12210  0.34
H 0.74431 1.13043 1.66510  0.35
H 3.09889 2.49282 1.10946  0.32
H 5.36451 2.20906 -0.11558  0.33
H 5.44293 1.79572 -2.00180  0.34
H 4.70339 4.09922 -2.53281  0.30
H 3.03691 3.79452 -1.63071  0.27
H 3.89969 4.63646 0.35506  0.31
H 3.68103 0.18991 -2.99462  0.34
H 1.21706 -1.23146 -2.64972  0.37
H 0.15882 -1.79460 1.97436  0.37
H -2.30905 -2.99633 2.72751  0.38

Atomic forces in eV per Å
C 1.4 -0.2 -0.1
C -0.6 0.3 0.8
N 2.5 0.9 -1.4
C 4.7 0.7 1.8
C 0.2 -1.5 3.1
C -2.6 -1.8 1.1
C 2.1 1.6 -0.1
C 2.6 -0.3 -3.4
C -2.5 -3.1 -1.9
N -2.7 -2.6 0.4
C 0.1 0.8 -0.2
C -0.6 0.4 0.0
O -1.2 -1.8 0.0
C -3.1 -0.4 2.7
C 1.2 3.3 3.7
C -3.5 0.5 -2.9
C 2.0 2.6 -3.2
H -1.6 0.5 -2.1
H -1.2 -2.3 0.9
H 2.4 0.2 -0.1
H -0.9 2.1 -1.4
H 1.6 0.3 2.1
H 2.4 -0.1 1.9
H -0.6 -1.4 2.5
H 1.2 -0.7 -2.6
H -0.7 -2.0 -2.1
H -1.3 0.1 -2.2
H -1.8 0.7 1.9
H -0.9 -0.4 2.5
H 2.5 -0.5 0.0
H 1.3 0.3 -2.1
H -1.3 0.9 2.6
H 1.1 1.7 1.6
H -2.3 -0.1 -1.3
H -0.3 1.1 -2.5

=====

Record 3
Formula: C14H18N2O3
Source: the Open Molecules 2025 dataset
Level of theory: wB97M-V/def2-TZVPD

Properties
Kohn-Sham gap, eV: 9.438
Net charge: 0
SMILES: O=C(O)[C@H](Cc1ccccc1)NC(=O)[C@@H]1CCCN1
E_HOMO, eV: -8.8
E_LUMO, eV: 0.59
Relative energy (zero: lowest compared OMol25 entry of this formula, charge and spin), eV: 5.243

Each line ends with the Mulliken charge.
Positions of all 37 atoms, in Å:
O -1.52407 -2.37902 -1.74750  -0.57
C -1.84693 -2.25407 -0.58968  0.36
O -3.19223 -2.50423 -0.35414  -0.56
C -0.95356 -2.02423 0.59707  0.13
C -1.68593 -0.87505 1.49105  -1.93
C -1.91113 0.39206 0.81897  0.88
C -1.09651 1.63986 0.95137  -0.32
C -1.26546 2.77532 0.33596  -0.16
C -2.23640 2.89049 -0.73683  -0.39
C -2.99136 1.68393 -1.00980  -0.79
C -2.93767 0.56850 -0.06581  -0.05
N 0.19110 -1.53263 0.05572  0.03
C 1.20341 -1.07403 0.90734  -0.12
O 1.02876 -0.71735 2.15072  -0.71
C 2.55424 -0.98209 0.13753  0.19
C 3.25433 0.33437 0.70813  -0.72
C 2.49808 1.27984 -0.38719  -0.29
C 2.82211 0.44827 -1.68633  -0.73
N 2.44342 -1.11508 -1.37118  -0.54
H -3.66233 -2.34101 0.49752  0.37
H -0.71974 -2.92646 1.26805  0.38
H -2.68545 -1.20206 1.87032  0.69
H -0.94238 -0.78095 2.31459  0.53
H -0.29185 1.27454 1.65324  0.32
H -0.52793 3.67588 0.78335  0.17
H -2.42429 3.75514 -1.42025  0.35
H -3.82956 1.66581 -1.75128  0.32
H -3.68823 -0.14349 -0.25394  0.35
H 0.39603 -1.46361 -0.87817  0.40
H 3.06806 -1.91370 0.52941  0.43
H 4.36451 0.26603 0.65810  0.33
H 2.97392 0.59061 1.83990  0.28
H 1.42218 1.32698 -0.20223  -0.08
H 3.04466 2.17467 -0.59910  0.44
H 3.82011 0.54967 -2.08668  0.40
H 2.34459 0.65359 -2.59777  0.45
H 2.98347 -1.71649 -1.83049  0.19

Atomic forces in eV per Å
O 0.4 0.7 1.4
C -2.3 -2.3 -0.9
O -0.2 0.0 0.2
C -3.2 0.6 1.4
C 0.7 -1.8 1.7
C 0.2 4.1 -2.0
C 0.8 -7.6 3.2
C 0.9 5.4 -1.1
C -0.7 -2.4 -0.5
C 0.1 1.6 2.3
C 0.3 1.7 -2.4
N 4.2 1.7 4.5
C -1.5 1.1 1.2
O 1.2 -2.0 -4.9
C 1.1 -2.2 2.2
C -1.8 0.3 -0.2
C 2.6 -2.5 -0.9
C -0.9 -2.5 0.4
N -2.6 7.9 4.4
H 1.5 0.0 -0.6
H -0.9 1.0 -1.0
H 0.9 -0.2 -0.1
H -1.1 0.1 -0.3
H -0.4 1.9 -0.5
H -2.3 -2.2 -1.9
H 0.6 -0.7 1.1
H 1.1 0.2 0.6
H -0.7 -1.1 0.0
H 0.5 -0.3 -2.9
H -0.3 0.9 -0.3
H -0.8 0.4 -0.5
H 0.3 -0.9 -2.7
H 0.3 0.4 0.0
H -0.3 1.1 0.5
H 1.0 -0.2 1.0
H -1.8 0.8 -0.8
H 3.2 -3.0 -1.6

=====

Record 4
Formula: C14H18N2O4S
Source: the Open Molecules 2025 dataset
Level of theory: wB97M-V/def2-TZVPD

Properties
Kohn-Sham gap, eV: 8.070
Net charge: 0
E_HOMO, eV: -8.4
E_LUMO, eV: -0.38
Relative energy (zero: lowest compared OMol25 entry of this formula, charge and spin), eV: 14.259

Each line ends with the Mulliken charge.
Positions of all 39 atoms, in Å:
C 2.53064 2.71824 0.05895  -0.73
C 4.07160 2.35795 0.33100  -0.80
H 4.14416 2.22923 1.37370  0.42
H 4.62360 3.18769 0.10542  0.50
C 4.45579 0.99265 -0.62056  -0.85
N 3.61110 -0.10937 -0.13389  -0.03
C 2.78637 -0.72338 -0.93082  0.59
O 2.76754 -0.28648 -2.38934  -0.81
N 2.03386 -1.64909 -0.69818  0.20
C 1.96071 -2.14433 0.66025  0.59
O 2.45127 -1.45014 1.65288  -0.70
C 0.83012 -3.14697 0.73217  -0.71
H 1.49407 -4.36510 0.57615  0.37
H 0.54512 -3.14503 1.88156  0.41
S -0.42227 -3.31027 -0.51404  -0.18
C -1.46044 -1.89639 0.12476  1.23
C -2.55814 -1.91926 -0.62988  -1.06
C -3.46727 -0.72816 -0.37989  0.13
C -2.96173 0.40724 0.41240  0.43
C -1.87909 0.23683 1.25139  -1.16
C -1.05262 -0.88379 0.80637  0.02
H -0.18846 -0.83387 1.58344  0.17
H -1.58371 1.07201 1.89607  0.40
O -3.94185 1.41362 0.94718  -0.38
C -5.20391 1.36891 0.07119  -0.81
C -5.11575 0.69876 -1.13241  -0.40
H -6.20369 0.36759 -1.50446  0.26
O -4.55715 -0.43576 -1.20759  -0.36
H -4.72731 1.34255 -1.65042  0.49
H -5.64284 2.13899 0.45036  0.60
H -5.72410 0.59550 0.90587  0.26
H -2.92337 -2.53376 -1.52150  0.29
H 1.54150 -2.06829 -1.29843  0.00
H 3.57111 -0.46366 0.75512  0.21
H 4.30569 1.29538 -1.53562  0.53
H 5.52380 1.18493 -0.19005  0.25
H 1.83903 1.89817 0.03607  0.07
H 2.14841 3.61180 0.79711  0.26
H 2.37826 2.97505 -1.07232  0.28

Atomic forces in eV per Å
C 0.5 2.6 -0.8
C -5.0 -2.7 -2.1
H 0.5 -0.9 1.3
H 1.8 1.9 -1.1
C 1.6 2.6 9.2
N 1.4 1.4 -2.7
C 5.5 9.5 -12.4
O -0.1 -2.1 6.9
N 0.8 -3.4 11.7
C -1.1 4.3 1.1
O -1.9 -4.3 -3.9
C 3.3 -4.8 3.1
H -1.8 3.6 0.7
H 0.0 -0.2 -2.5
S 0.0 1.4 1.8
C 1.4 -5.2 -4.2
C -7.2 4.2 -1.8
C 2.6 0.8 -1.3
C -4.0 -0.6 2.9
C 0.8 -1.2 -3.6
C 2.7 5.9 8.2
H -0.8 -1.0 -2.1
H 0.1 -0.8 0.0
O 1.9 -1.5 -4.2
C 1.7 -7.0 9.8
C -9.2 -1.9 0.8
H 1.7 2.0 0.6
O 5.1 -8.2 1.2
H 4.3 6.6 -7.4
H -3.0 5.6 0.2
H 0.4 1.2 -2.3
H 1.0 0.3 1.8
H -4.7 -3.7 -6.3
H 0.6 -0.2 3.0
H -0.8 0.7 -4.9
H -1.2 -2.4 -1.5
H -0.2 -0.8 1.1
H 0.8 -2.2 -2.0
H 0.6 0.4 2.0

=====

Record 5
Formula: C14H18N6O5S
Source: the Open Molecules 2025 dataset
Level of theory: wB97M-V/def2-TZVPD

Properties
Kohn-Sham gap, eV: 9.099
Net charge: 0
SMILES: C=CCNC(=O)NC(=O)COn1nnc2ccc(S(=O)(=O)N(C)C)cc21
E_HOMO, eV: -9.3
E_LUMO, eV: -0.18

Each line ends with the Mulliken charge.
Positions of all 44 atoms, in Å:
C -0.55229 -4.18811 0.54035  -0.98
C -0.75710 -3.13608 1.30930  0.19
C 0.28783 -2.54113 2.20537  -0.77
N 0.25459 -1.09195 2.19648  -0.15
C 1.29336 -0.36492 1.75212  0.62
O 2.35839 -0.81622 1.39308  -0.63
N 1.01531 1.01650 1.79489  -0.04
C 1.72984 2.09774 1.34450  0.55
O 1.27497 3.20966 1.46454  -0.60
C 3.07248 1.85004 0.64785  -0.50
O 2.90975 1.86533 -0.77769  -0.47
N 2.48873 0.68491 -1.29378  0.85
N 3.33367 -0.21234 -1.79030  -0.77
N 2.70925 -1.24372 -2.16643  -0.50
C 1.38163 -1.08743 -1.89292  1.00
C 0.29050 -1.94877 -2.01736  -1.24
C -0.90969 -1.51968 -1.49679  -0.33
C -1.03631 -0.24929 -0.92789  -0.12
S -2.48762 0.18486 0.01510  1.44
O -2.02127 0.44373 1.35964  -0.91
O -3.50159 -0.81901 -0.13377  -0.78
N -2.92493 1.65676 -0.65568  0.06
C -3.49288 1.47217 -1.97141  -0.87
C -3.69461 2.51180 0.22264  -0.99
C -0.00818 0.66081 -0.86758  -0.50
C 1.21831 0.20062 -1.32152  -0.41
H -1.33552 -4.60873 -0.06609  0.33
H 0.40591 -4.67862 0.49614  0.29
H -1.72389 -2.64953 1.34395  0.28
H 1.29019 -2.84964 1.89982  0.47
H 0.11289 -2.88123 3.23519  0.26
H -0.65884 -0.65550 2.26396  0.24
H 0.09328 1.26277 2.14627  0.19
H 3.53985 0.91766 0.97294  0.33
H 3.71874 2.70741 0.84462  0.36
H 0.40619 -2.92188 -2.46353  0.46
H -1.78286 -2.15188 -1.50094  0.69
H -3.57143 2.44014 -2.46426  0.35
H -2.82325 0.83111 -2.54252  0.28
H -4.48119 1.00165 -1.92637  0.33
H -3.64754 3.53521 -0.14857  0.34
H -3.23906 2.46181 1.20836  0.33
H -4.74109 2.19538 0.29167  0.34
H -0.16610 1.64636 -0.46297  0.96

Atomic forces in eV per Å
C -0.1 -0.1 0.1
C 0.2 0.1 0.1
C 0.2 -0.2 0.2
N -0.4 -0.1 0.1
C 0.1 0.4 0.1
O 0.3 -0.2 -0.1
N -0.5 -0.1 0.4
C 0.4 -0.3 -0.2
O 0.0 0.3 -0.1
C 0.3 -0.2 0.5
O 0.0 0.1 -0.5
N -0.8 -0.3 0.1
N 1.3 0.9 0.3
N -0.1 -1.0 -0.5
C -0.5 1.1 0.6
C 0.1 0.2 0.0
C -0.2 -0.2 -0.2
C -0.3 0.3 0.1
S 0.3 0.2 -0.3
O -0.2 0.4 0.1
O 0.0 0.0 -0.3
N 0.5 -0.9 0.4
C -0.2 -0.1 -0.4
C -0.1 0.1 0.5
C 0.1 0.2 -0.1
C -0.2 -0.6 -0.3
H -0.2 -0.1 -0.1
H 0.3 -0.1 0.0
H -0.2 0.0 -0.1
H -0.1 0.0 0.1
H 0.1 0.0 -0.1
H 0.2 0.0 0.0
H 0.2 0.1 -0.1
H -0.1 0.2 -0.1
H -0.2 -0.1 0.0
H 0.0 -0.2 0.0
H 0.0 -0.2 0.0
H 0.1 0.0 0.0
H -0.1 0.0 -0.2
H 0.0 0.0 0.0
H 0.0 0.0 0.0
H -0.1 0.2 0.1
H 0.0 0.0 0.0
H 0.1 0.1 0.1

=====

Record 6
Formula: C14H18NORuSe
Source: the Open Molecules 2025 dataset
Level of theory: wB97M-V/def2-TZVPD

Properties
Kohn-Sham gap (spin up / spin down), eV: 6.627 / 6.735
Net charge: +1
E_HOMO (spin up / spin down), eV: -12.4 / -12.4
E_LUMO (spin up / spin down), eV: -5.78 / -5.68

Each line ends with the Mulliken charge.
Positions of all 36 atoms, in Å:
Ru -1.19166 0.04179 -0.04578  0.89
C -2.95355 -0.11382 1.25265  -0.56
C -2.64740 1.24274 1.01561  -0.54
C -2.78816 1.48086 -0.39952  -0.11
C -3.21322 0.27963 -1.00518  -0.80
C -3.23679 -0.73178 -0.00570  0.05
H -2.88815 -0.62603 2.19848  0.51
H -2.34914 1.97366 1.74973  0.44
H -2.62267 2.42203 -0.89863  0.44
H -3.40001 0.13137 -2.05568  0.60
H -3.48550 -1.76959 -0.15907  0.38
C 1.40187 -2.19333 0.84349  -1.52
C 0.74619 -1.30343 1.88418  1.67
C 1.77036 -0.67997 2.81771  -1.62
C -0.33311 -2.04494 2.65586  -1.72
O 0.11710 -0.17613 1.19967  -0.65
H 1.95167 -2.99435 1.33786  0.43
H 2.10718 -1.62333 0.23704  0.34
H 0.65629 -2.64656 0.18813  0.33
H 2.28842 -1.46013 3.37541  0.41
H 1.28370 -0.01087 3.52671  0.40
H 2.51059 -0.11596 2.25041  0.39
H 0.11300 -2.87454 3.20424  0.48
H -1.08092 -2.45827 1.97556  0.30
H -0.81379 -1.38354 3.37767  0.35
Se -0.43765 -0.49943 -2.18970  -0.06
C 0.87232 0.84591 -2.53416  0.55
C 1.06034 1.26794 -3.84272  -0.45
C 2.03816 2.22501 -4.08073  -0.36
N 2.78912 2.75685 -3.12181  -0.51
C 2.60053 2.34314 -1.87394  -0.58
C 1.65791 1.38504 -1.52249  0.01
H 0.47090 0.87049 -4.65786  0.40
H 2.21841 2.58030 -5.08811  0.36
H 3.23124 2.79202 -1.11566  0.37
H 1.55643 1.06719 -0.49365  0.36

Atomic forces in eV per Å
Ru 0.3 -0.1 -0.3
C 0.0 0.0 0.0
C 0.0 0.0 0.1
C 0.0 0.0 0.0
C 0.0 0.0 0.0
C -0.1 0.0 -0.1
H 0.0 0.0 0.0
H 0.0 0.0 0.0
H 0.0 0.0 0.0
H 0.0 0.0 0.0
H 0.0 0.0 0.0
C 0.0 0.0 0.0
C 0.0 0.1 0.0
C 0.0 0.0 0.0
C 0.0 0.0 0.0
O 0.0 0.0 0.1
H 0.0 0.0 0.0
H 0.0 0.0 0.0
H 0.0 0.0 0.0
H 0.0 0.0 0.0
H 0.0 0.0 0.0
H 0.0 0.0 0.0
H 0.0 0.0 0.0
H 0.0 0.0 0.0
H 0.0 0.0 0.0
Se -0.2 0.0 0.2
C 0.0 0.1 0.1
C 0.0 0.0 0.0
C 0.0 0.0 0.0
N 0.1 0.1 0.0
C -0.1 -0.1 0.0
C 0.0 0.0 0.0
H 0.0 0.0 0.0
H 0.0 0.0 0.0
H 0.0 0.0 0.0
H 0.0 0.0 0.0

=====

no.,DFT total energy (eV)
1,-66239.1537
2,-19806.1556
3,-23928.9907
4,-36802.8142
5,-44820.6141
6,-86268.2701